{
  "formula": "C53H126N13O17",
  "method": "wB97M-V/def2-TZVPD",
  "homo_ev": -15.8,
  "max_force_ha_per_bohr": 0.118,
  "e_lumo_ev": -10.42,
  "charge": 5,
  "multiplicity": 1,
  "orbital_gap_ev": 5.36,
  "symbols": ["C", "C", "O", "N", "H", "H", "C", "H", "H", "H", "H", "H", "H", "C", "C", "O", "N", "H", "H", "C", "H", "H", "H", "H", "H", "H", "C", "C", "O", "N", "H", "H", "C", "H", "H", "H", "H", "H", "H", "C", "C", "O", "N", "H", "H", "C", "H", "H", "H", "H", "H", "H", "C", "C", "C", "C", "N", "C", "C", "C", "C", "C", "H", "H", "H", "H", "H", "H", "H", "H", "H", "H", "H", "H", "H", "H", "H", "H", "H", "H", "H", "H", "C", "C", "C", "C", "N", "C", "C", "C", "C", "C", "H", "H", "H", "H", "H", "H", "H", "H", "H", "H", "H", "H", "H", "H", "H", "H", "H", "H", "H", "H", "C", "C", "C", "C", "N", "C", "C", "C", "C", "C", "H", "H", "H", "H", "H", "H", "H", "H", "H", "H", "H", "H", "H", "H", "H", "H", "H", "H", "H", "H", "C", "C", "C", "C", "N", "C", "C", "C", "C", "C", "H", "H", "H", "H", "H", "H", "H", "H", "H", "H", "H", "H", "H", "H", "H", "H", "H", "H", "H", "H", "C", "N", "C", "C", "C", "C", "O", "H", "H", "H", "H", "H", "H", "H", "H", "H", "H", "H", "H", "H", "H", "N", "O", "O", "O", "N", "O", "O", "O", "N", "O", "O", "O", "N", "O", "O", "O"],
  "coordinates": [[20.5579, 16.5008, 16.9398], [21.2309, 17.8376, 17.0290], [20.6390, 18.9323, 16.7696], [22.6592, 17.8216, 17.4686], [22.6238, 17.9080, 18.4743], [23.0029, 16.8774, 17.3661], [23.6712, 18.6880, 16.7482], [21.1484, 15.6356, 16.6383], [19.7143, 16.5553, 16.2516], [20.0616, 16.4227, 17.9072], [23.8662, 18.3428, 15.7328], [24.5499, 18.4578, 17.3506], [23.3322, 19.7238, 16.7615], [17.5906, 11.5070, 17.4962], [17.3121, 11.3929, 18.9874], [18.1898, 11.0645, 19.7647], [15.8769, 11.4761, 19.4352], [15.4266, 10.6290, 19.1196], [15.8949, 11.3578, 20.4381], [15.0616, 12.6928, 19.0652], [18.5707, 11.1185, 17.2197], [17.5306, 12.5631, 17.2329], [16.9153, 10.8761, 16.9182], [15.5540, 13.4956, 19.6138], [14.0820, 12.5602, 19.5245], [14.9409, 12.8659, 17.9958], [20.2326, 11.2440, 13.8506], [20.0976, 12.6826, 14.1781], [19.6340, 13.1163, 15.1939], [20.6596, 13.6082, 13.1213], [21.6676, 13.6534, 13.1670], [20.4582, 13.2442, 12.2010], [19.9684, 15.0179, 13.0767], [21.2198, 10.7825, 13.8741], [19.9319, 10.9777, 12.8373], [19.4864, 10.6937, 14.4237], [18.9862, 14.7282, 12.7031], [20.5246, 15.6622, 12.3957], [19.8518, 15.4834, 14.0554], [17.0465, 9.2116, 11.0123], [17.9696, 8.4876, 10.0386], [17.7033, 8.1997, 8.8715], [19.3117, 8.0471, 10.5545], [19.3143, 7.8585, 11.5468], [19.5660, 7.1758, 10.1115], [20.3893, 9.1291, 10.2741], [16.8090, 8.6019, 11.8840], [16.1010, 9.5167, 10.5640], [17.4833, 10.1442, 11.3696], [21.1821, 9.0152, 11.0135], [20.0103, 10.1440, 10.1542], [20.8272, 8.9014, 9.3022], [21.0455, 13.4758, 18.6726], [21.2256, 12.4970, 19.7666], [20.8416, 13.2624, 21.1467], [20.3621, 12.2135, 22.1869], [20.1796, 12.7799, 23.6087], [19.8212, 11.6134, 24.5534], [19.1275, 12.3034, 25.6970], [18.6473, 13.7071, 25.2563], [19.0543, 13.7783, 23.7764], [21.4677, 13.3828, 24.1145], [20.0291, 13.8602, 18.5872], [21.2481, 13.0378, 17.6953], [21.7101, 14.3396, 18.6885], [22.2507, 12.1326, 19.8323], [20.6567, 11.5762, 19.6374], [19.9852, 13.9213, 21.0029], [21.7155, 13.8861, 21.3344], [21.0698, 11.3847, 22.1727], [19.4028, 11.7992, 21.8767], [20.6844, 11.0263, 24.8670], [19.2390, 10.8929, 23.9789], [19.7158, 12.3006, 26.6146], [18.2506, 11.7186, 25.9750], [18.9583, 14.4791, 25.9602], [17.5630, 13.6995, 25.3677], [19.4585, 14.7725, 23.5857], [18.3187, 13.5556, 23.0034], [21.7673, 14.1706, 23.4233], [22.2216, 12.5979, 24.0541], [21.3438, 13.6704, 25.1586], [25.0570, 18.5464, 9.7344], [26.5321, 18.3411, 9.9658], [26.9995, 17.3647, 11.0854], [26.8503, 15.9156, 10.6652], [25.8434, 15.1585, 11.5668], [26.3952, 15.1487, 13.0144], [26.2613, 13.6988, 13.4995], [25.5366, 12.9299, 12.4474], [25.8242, 13.6175, 11.1507], [24.3123, 15.6311, 11.4353], [24.7385, 19.3463, 9.0660], [24.5912, 19.0175, 10.6000], [24.6603, 17.5648, 9.4751], [26.8182, 19.3768, 10.1492], [26.9794, 18.2520, 8.9758], [26.6052, 17.6200, 12.0690], [28.0731, 17.5391, 11.1556], [27.7948, 15.3781, 10.7491], [26.5291, 15.7138, 9.6433], [25.8214, 15.8356, 13.6364], [27.4263, 15.5011, 12.9896], [25.6428, 13.7875, 14.3927], [27.2447, 13.2903, 13.7324], [24.4594, 12.9699, 12.6092], [25.9027, 11.9047, 12.3925], [24.9612, 13.3917, 10.5243], [26.8363, 13.3968, 10.8117], [23.6257, 15.1374, 12.1230], [24.0050, 15.2862, 10.4480], [24.2327, 16.7097, 11.5712], [10.0042, 14.4296, 15.4160], [11.3217, 13.7685, 15.3369], [11.9641, 13.6360, 13.9296], [13.0611, 12.5958, 14.0172], [14.0503, 12.7048, 12.7912], [15.0478, 11.4976, 12.9573], [16.0683, 11.9253, 13.9833], [15.9657, 13.4985, 14.0422], [14.9466, 13.9101, 12.9978], [13.3484, 12.5450, 11.4424], [9.3577, 14.1145, 14.5970], [10.1104, 15.5140, 15.4460], [9.4459, 14.0968, 16.2910], [11.2381, 12.7184, 15.6171], [11.9840, 14.1713, 16.1032], [12.2815, 14.6676, 13.7773], [11.2824, 13.3327, 13.1350], [12.6712, 11.5785, 14.0497], [13.5903, 12.8967, 14.9214], [15.4856, 11.3217, 11.9746], [14.6274, 10.5380, 13.2581], [17.1206, 11.6604, 13.8809], [15.8915, 11.6375, 15.0196], [16.8987, 14.0618, 14.0598], [15.5458, 13.8832, 14.9716], [15.4382, 14.1928, 12.0670], [14.3807, 14.7848, 13.3186], [12.8390, 13.5086, 11.4364], [12.6424, 11.7253, 11.5757], [13.9262, 12.3506, 10.5388], [20.2229, 8.5593, 17.9877], [20.8747, 9.4516, 16.7995], [22.3192, 9.5520, 17.1170], [23.2016, 10.0758, 16.0054], [24.7650, 10.1034, 16.2554], [25.4584, 10.2897, 14.8988], [26.7510, 9.3856, 14.8978], [26.8201, 8.7150, 16.2817], [25.4094, 8.7543, 16.7609], [25.2297, 11.3330, 17.1451], [20.7740, 7.6196, 18.0238], [19.1873, 8.3174, 17.7486], [20.3220, 9.1722, 18.8836], [20.6576, 10.5166, 16.7168], [20.6439, 8.9736, 15.8475], [22.7331, 8.5607, 17.3013], [22.4519, 10.2265, 17.9630], [22.9335, 11.1003, 15.7470], [22.9566, 9.3861, 15.1977], [25.7463, 11.3153, 14.6679], [24.8375, 9.8772, 14.1036], [27.6857, 9.9099, 14.6987], [26.6349, 8.6863, 14.0697], [27.5628, 9.2047, 16.9116], [27.0956, 7.6693, 16.1447], [25.2646, 8.6573, 17.8369], [24.7873, 7.9404, 16.3886], [26.2592, 11.0484, 17.3625], [24.6812, 11.2702, 18.0849], [25.0834, 12.2660, 16.6008], [16.3570, 20.3041, 14.0196], [17.3612, 19.1648, 14.4874], [17.2484, 18.9205, 15.9642], [16.8694, 17.9236, 13.7485], [18.8338, 19.5248, 13.9999], [19.1376, 19.5649, 12.5012], [19.1560, 18.4018, 11.6780], [15.3487, 20.0842, 14.3705], [16.4181, 20.2299, 12.9339], [16.7180, 21.2703, 14.3721], [16.2019, 18.7943, 16.2414], [17.7180, 19.8417, 16.3091], [17.7600, 18.0344, 16.3401], [16.8886, 18.0124, 12.6623], [15.8397, 17.6677, 13.9984], [17.4993, 17.0575, 13.9515], [19.3796, 18.7586, 14.5505], [19.1880, 20.4306, 14.4920], [20.0125, 20.1727, 12.2705], [18.3267, 20.1001, 12.0071], [19.1475, 18.6178, 10.7427], [23.1663, 14.5207, 15.3427], [23.1331, 13.3981, 14.8620], [22.7811, 15.4708, 14.6455], [23.6242, 14.8093, 16.4274], [18.3334, 13.1020, 10.3141], [19.0191, 12.4052, 11.0461], [17.2022, 12.7862, 10.0511], [18.7342, 14.1729, 9.8751], [18.3066, 8.2210, 14.5511], [18.3101, 7.0901, 14.9602], [19.0718, 8.3942, 13.5908], [17.6457, 9.1646, 14.9628], [22.4618, 12.1746, 10.6103], [22.4278, 11.5054, 11.6007], [22.3658, 13.3458, 10.8033], [22.5745, 11.6553, 9.5108]]
}